1.
Density functional theory data (the ωB97M-V functional and the def2-TZVPD basis) for one molecule with the formula C5H12O2.

Computed properties:
ΔE to the lowest compared entry with this formula, charge and spin = 85.5 kJ/mol
Structure (SMILES) = CC[C@@H](O)CCO
Energy = -9474.24936 eV

XYZ file:
```
19
Properties=species:S:1:pos:R:3:mulliken_charge:R:1
C -1.3641 -0.6849 -2.2452 -1.216
C -0.2192 -0.9417 -1.2823 -0.483
C -0.0670 0.1906 -0.2895 0.179
O -1.3425 0.2822 0.3116 -0.525
C 1.1230 -0.1041 0.6422 -0.631
C 1.2130 0.8096 1.8339 -0.570
O 0.0217 0.6045 2.5909 -0.546
H -1.4125 -1.4978 -2.9716 0.365
H -2.3013 -0.6371 -1.6875 0.304
H -1.2482 0.2648 -2.7824 0.295
H 0.7299 -1.0090 -1.8336 0.283
H -0.4662 -1.8591 -0.7016 0.309
H 0.1467 1.1475 -0.8146 0.193
H -1.2766 0.8139 1.1110 0.351
H 2.0621 -0.0046 0.0774 0.379
H 1.0832 -1.1305 1.0220 0.353
H 1.2964 1.8471 1.4767 0.320
H 2.1074 0.5462 2.4200 0.330
H -0.1285 1.3305 3.1946 0.308
```

---

2.
Density functional theory data (the ωB97M-V functional and the def2-TZVPD basis) for an isolated ion of composition C3H7N2 and charge +1 in a non-equilibrium geometry.

Computed properties:
ΔE to the lowest compared entry with this formula, charge and spin = 255.7 kJ/mol
Energy = -6194.86124 eV
Charge = +1

XYZ file:
```
12
Properties=species:S:1:pos:R:3:mulliken_charge:R:1
C -1.2215 0.3439 -0.5504 -0.149
C 1.0134 -1.2565 -0.1611 -0.063
C 0.9684 1.1025 -0.0279 -0.919
N 0.2824 -0.1683 -0.2132 0.109
N -2.0997 -0.1834 0.2028 -0.180
H 0.5650 -2.2359 -0.2744 0.273
H 2.0796 -1.1699 -0.0298 0.306
H 0.2420 1.9111 0.0556 0.327
H 1.5978 1.0780 0.8617 0.398
H 1.6067 1.3241 -0.8854 0.347
H -1.9772 -0.8944 0.9285 0.258
H -3.0571 0.1490 0.0935 0.294
```

---

3.
Density functional theory data (the ωB97M-V functional and the def2-TZVPD basis) for a 2-piece molecular cluster, C4H7OP overall in a non-equilibrium geometry.

Computed properties:
ΔE to the lowest compared entry with this formula, charge and spin = 481.8 kJ/mol
Energy = -15592.44395 eV

XYZ file:
```
13
Properties=species:S:1:pos:R:3:mulliken_charge:R:1
C -1.4132 0.3011 0.0634 -0.007
C 3.2600 0.7631 -0.3858 -0.041
C 2.0741 -0.0557 -0.2156 -0.338
C -2.8938 0.3586 0.2657 -0.997
O 2.9746 0.0291 0.7967 -0.328
P -0.3683 1.5972 0.0248 -0.075
H -1.0114 -0.6932 -0.0928 0.256
H 4.1147 0.4154 -0.9574 0.224
H 3.1665 1.8392 -0.2894 0.165
H 1.8320 -0.9934 -0.6836 0.248
H -3.3995 0.4608 -0.6986 0.277
H -3.1807 1.2055 0.8865 0.322
H -3.2492 -0.5613 0.7300 0.293
```

---

4.
Density functional theory data (the ωB97M-V functional and the def2-TZVPD basis) for one molecule with the formula C3H6F2S in a non-equilibrium geometry.

Computed properties:
ΔE to the lowest compared entry with this formula, charge and spin = 28.3 kJ/mol
Structure (SMILES) = C[C@@H](S)C(F)F
Energy = -19478.21462 eV

XYZ file:
```
12
Properties=species:S:1:pos:R:3:mulliken_charge:R:1
C 0.4711 0.1207 -1.9733 -1.084
C 0.5440 0.3562 -0.4223 0.010
C 0.5015 -1.0264 0.2536 -0.041
H 1.2614 -0.6627 -2.0900 0.317
H 0.7759 1.0213 -2.4942 0.373
H -0.5279 -0.1929 -2.2480 0.309
H 1.5343 0.6894 -0.1853 0.362
H -1.1687 0.7116 1.0834 0.160
H 1.2567 -1.7286 -0.1369 0.297
F 0.5955 -0.9400 1.6645 -0.257
F -0.6846 -1.5431 0.0252 -0.227
S -0.7143 1.6129 0.2322 -0.219
```

---

5.
Density functional theory data (the ωB97M-V functional and the def2-TZVPD basis) for C25H51FIN2O5PS2 as an isolated structure in a non-equilibrium geometry.

Computed properties:
ΔE to the lowest compared entry with this formula, charge and spin = 0.0 kJ/mol
Energy = -81740.51608 eV

XYZ file:
```
88
Properties=species:S:1:pos:R:3:mulliken_charge:R:1
C -2.5848 -3.7380 2.8512 -0.702
O -1.5170 -4.3203 2.1287 -0.394
C -0.4085 -3.4497 2.1664 -0.018
C 0.8732 -4.1375 1.7875 -0.862
C 0.9233 -4.6606 0.3482 0.143
C 2.3134 -5.3129 0.1070 -1.169
C 3.1873 -4.6079 -0.9436 -0.689
C 4.1792 -3.5880 -0.3411 -0.896
C 4.0911 -2.1897 -0.9828 -1.266
C 2.8381 -1.4920 -0.4371 0.801
C 2.5028 -0.2299 -1.2739 -1.079
C 1.0360 -0.0506 -1.6874 -0.372
C -0.0479 -1.0135 -1.1407 -1.484
N -1.2867 -0.2360 -1.5332 -0.278
S -2.6522 -1.2162 -0.9355 1.324
O -3.5291 -1.2571 -2.0118 -0.546
O -2.1343 -2.4724 -0.5914 -0.544
F -3.1825 -0.5726 0.3058 -0.119
C -1.1090 1.2643 -1.3370 1.683
C -1.3503 1.8091 0.0713 -3.031
C -0.6368 1.0267 1.1968 0.627
C -0.4760 1.9082 2.4434 -1.420
C 0.8010 1.5394 3.2010 -0.485
O 1.2682 2.6592 3.9445 -0.353
C 2.5420 2.5350 4.3739 0.752
C 2.8752 3.2436 5.6680 -1.081
O 3.4138 1.9353 3.7707 -0.564
C -1.9942 2.1923 -2.2277 -1.795
C -3.5590 2.1750 -2.1679 -1.304
C -4.1344 3.5484 -2.5142 0.593
C -4.2135 3.7637 -4.0513 -1.522
C -3.4523 4.7201 -1.7829 -1.425
C 0.3922 1.4156 -1.7060 0.752
S 0.7045 1.9024 -3.4832 -0.366
P 1.3337 2.7905 -0.8311 0.470
N 0.8789 4.1709 -1.4207 -0.811
H -3.5329 -4.1470 2.5323 0.273
H -2.4062 -3.8779 3.9179 0.335
H -2.6198 -2.6575 2.6900 0.201
H -0.2910 -3.1019 3.2012 0.458
H -0.6295 -2.5616 1.5653 -0.230
H 1.6611 -3.3887 1.8736 0.257
H 1.0930 -4.9729 2.4416 0.466
H 0.7082 -3.8902 -0.3882 -0.393
H 0.1928 -5.4464 0.1941 0.750
H 2.1847 -6.3589 -0.1444 0.368
H 2.8646 -5.2598 1.0412 0.526
H 3.7718 -5.3680 -1.4565 0.433
H 2.6105 -4.0966 -1.7135 0.413
H 3.9252 -3.4590 0.7101 0.412
H 5.1992 -3.9512 -0.3872 0.477
H 4.9961 -1.6376 -0.7496 0.418
H 4.0192 -2.3313 -2.0606 0.515
H 3.1207 -1.1527 0.5538 0.285
H 2.0649 -2.2516 -0.4154 -1.275
H 2.9358 0.6136 -0.7531 0.187
H 3.0784 -0.3096 -2.1910 0.623
H 1.0431 -0.3249 -2.7317 1.502
H 0.1140 -1.1537 -0.0870 -0.027
H 0.0301 -1.8700 -1.7859 0.963
H -1.3190 -0.3786 -2.5503 0.836
H -1.1183 2.8658 0.1138 0.962
H -2.4059 1.7564 0.3305 0.629
H 0.3226 0.6196 0.8800 -0.451
H -1.2513 0.1758 1.4858 0.506
H -0.4415 2.9590 2.1656 0.493
H -1.3241 1.7702 3.1045 0.556
H 0.5621 0.7334 3.8922 0.500
H 1.5155 1.1706 2.4735 0.292
H 3.2455 4.2266 5.3969 0.275
H 3.6913 2.6915 6.1101 0.363
H 2.0341 3.2958 6.3457 0.312
H -1.5933 3.1777 -2.0053 0.684
H -1.7492 1.9951 -3.2741 0.615
H -3.8805 1.5084 -2.9598 0.499
H -4.0844 1.7807 -1.2299 -0.126
H -5.1619 3.5201 -2.1719 0.520
H -3.8418 2.8923 -4.5779 0.375
H -3.6749 4.6681 -4.3231 0.323
H -5.2488 3.9235 -4.3331 0.370
H -2.7136 5.1548 -2.4523 0.382
H -4.1943 5.4775 -1.5666 0.369
H -2.9516 4.3772 -0.8831 0.216
H 1.9567 1.4258 -3.6135 0.280
H 2.7165 2.6344 -1.0444 0.172
H 1.1220 2.7693 0.5583 -0.027
H 1.6739 4.6492 -1.8210 0.240
I -5.9055 1.0607 -0.8715 -0.671
```